149
Properties=species:S:1:pos:R:3:forces:R:3 method="wB97M-V/def2-TZVPD" s2=0.75 max_force_ev_per_a=0.59 orbital_gap_ha="0.2828 / 0.3339" multiplicity=2 homo_ev="-7.9 / -9.3"
C -3.97396 -3.54889 -4.12020 0.109 -0.105 -0.019
O -4.58949 -2.70819 -3.17110 -0.183 0.034 -0.106
C -3.87347 -1.51787 -2.89307 0.155 -0.024 -0.008
C -3.01444 -1.66083 -1.64121 -0.039 -0.030 -0.060
C -3.77581 -2.26246 -0.46231 0.030 0.063 0.027
C -2.96507 -2.19991 0.83258 -0.013 -0.089 0.038
C -1.85981 -3.27456 0.90835 -0.057 0.145 0.089
C -0.50537 -2.70954 1.33147 -0.020 -0.009 0.028
C -0.45640 -2.29405 2.80395 -0.040 0.068 0.001
C 0.95315 -2.19307 3.39586 -0.100 0.192 0.039
C 1.93418 -1.32080 2.58556 -0.034 -0.038 0.010
C 2.25722 0.02710 3.23208 0.039 0.058 -0.070
C 1.16686 1.09106 3.01915 -0.084 -0.028 -0.045
C 1.65506 2.41938 2.39013 0.112 -0.044 0.081
C 2.17518 2.07581 0.96977 -0.153 0.046 -0.122
C 3.02053 3.16505 0.29842 0.141 0.079 0.176
C 4.51857 2.88438 0.49883 0.014 -0.127 0.072
C 5.48829 4.06721 0.54321 0.086 -0.129 0.078
O 6.27234 3.91238 1.73614 -0.019 0.129 -0.001
C 0.43126 3.36629 2.27736 -0.038 -0.035 0.125
C 0.48410 4.73352 2.97966 0.013 -0.171 0.052
C 1.28882 5.78999 2.19758 0.021 -0.054 -0.154
C -0.95634 5.21505 3.15713 -0.041 0.066 0.019
N 1.07106 4.57468 4.33287 0.359 0.442 -0.158
O 0.91907 5.57415 5.11299 -0.173 -0.165 0.134
C 2.30323 3.75970 4.56307 -0.230 0.047 -0.100
C 3.43566 4.70360 4.97571 0.394 -0.230 0.031
C 2.00774 2.77219 5.70554 -0.065 -0.004 0.064
C 2.74321 3.06885 3.25880 -0.049 -0.086 0.060
H -2.88339 -3.56303 -4.01592 -0.039 -0.020 0.041
H -4.33880 -4.56019 -3.94450 0.040 0.021 -0.039
H -4.22847 -3.25558 -5.14651 0.074 0.050 0.039
H -3.24487 -1.25813 -3.75588 -0.060 0.088 0.027
H -4.60593 -0.71538 -2.76346 -0.032 -0.088 0.059
H -2.13262 -2.26897 -1.87395 -0.015 0.013 0.063
H -2.65795 -0.66522 -1.35387 0.047 -0.030 -0.071
H -4.72282 -1.72610 -0.33723 0.044 0.010 -0.020
H -4.03063 -3.30192 -0.68538 -0.065 0.051 0.002
H -3.64394 -2.29671 1.68372 0.058 -0.005 0.004
H -2.50847 -1.20650 0.92028 -0.056 -0.014 -0.005
H -2.16008 -4.04791 1.62400 0.033 -0.059 -0.113
H -1.76014 -3.76743 -0.06331 -0.009 0.034 0.010
H -0.30728 -1.82961 0.70951 0.141 -0.130 -0.078
H 0.28560 -3.44073 1.12738 -0.027 0.018 0.030
H -0.95753 -1.32609 2.91985 -0.049 -0.074 0.009
H -1.03422 -3.01383 3.39495 0.030 0.043 0.007
H 1.36515 -3.19745 3.53135 -0.038 0.008 -0.108
H 0.85975 -1.76749 4.40125 0.068 -0.103 0.003
H 2.86162 -1.87622 2.41299 -0.015 0.013 0.054
H 1.51559 -1.12109 1.59507 0.126 -0.073 -0.021
H 2.45374 -0.11668 4.29898 0.037 0.039 -0.032
H 3.19103 0.39735 2.79728 -0.008 -0.043 0.093
H 0.65062 1.31234 3.95503 -0.012 -0.041 -0.025
H 0.40516 0.68941 2.33806 0.005 0.037 0.056
H 2.75804 1.14918 0.99675 0.003 0.070 -0.006
H 1.29527 1.84800 0.36212 0.094 0.012 0.110
H 2.78025 3.25133 -0.76331 0.016 -0.047 0.012
H 2.76825 4.13200 0.73650 0.027 0.020 -0.126
H 4.64316 2.39889 1.47105 -0.008 -0.039 -0.068
H 4.84001 2.15052 -0.24644 0.026 0.019 0.049
H 4.96103 5.02313 0.56386 -0.062 -0.064 -0.018
H 6.16128 4.05570 -0.32291 -0.090 0.088 -0.041
H 6.74509 4.73365 1.90916 0.003 -0.083 -0.036
H 0.18449 3.56126 1.23003 0.043 -0.040 0.017
H -0.43149 2.83380 2.69089 -0.014 0.056 -0.034
H 2.35743 5.73245 2.40859 -0.027 -0.018 -0.019
H 0.94178 6.79296 2.44986 0.068 -0.030 0.088
H 1.15876 5.63937 1.12319 -0.096 0.059 0.044
H -0.99858 6.27110 3.41765 0.015 -0.041 0.025
H -1.44233 4.65418 3.95673 -0.010 -0.048 -0.083
H -1.50939 5.05584 2.22868 0.024 0.043 0.009
H 3.48480 5.57916 4.32649 -0.058 0.008 0.040
H 4.38714 4.17221 4.87595 -0.043 -0.005 0.062
H 3.33994 5.01632 6.01340 -0.104 0.102 -0.078
H 2.22856 3.23037 6.67061 -0.030 -0.001 -0.035
H 0.95446 2.49071 5.72342 0.042 -0.032 -0.071
H 2.60999 1.86876 5.61308 0.060 0.042 0.030
H 3.48272 2.31850 3.55329 0.021 0.042 -0.029
H 3.29771 3.80366 2.67330 -0.060 0.003 0.003
C 3.31904 8.29846 0.30274 0.110 0.011 0.056
N 2.71795 7.23947 -0.54922 -0.029 -0.020 0.005
O 3.30316 6.17567 -0.64288 -0.082 0.148 -0.035
O 1.67135 7.50018 -1.10041 0.024 -0.007 -0.009
H 4.24249 7.91306 0.71725 0.001 0.004 -0.011
H 3.50129 9.15015 -0.34358 -0.017 0.019 0.018
H 2.60294 8.55201 1.07909 -0.073 -0.052 -0.050
C -7.21401 -3.91337 -5.33095 0.095 -0.059 -0.006
N -7.85859 -4.98293 -6.13955 0.033 -0.010 0.006
O -7.40038 -6.10530 -6.04596 -0.072 0.016 0.022
O -8.79692 -4.67180 -6.84306 0.035 -0.018 0.013
H -6.38498 -4.36776 -4.80671 -0.027 0.068 0.060
H -6.87758 -3.14512 -6.02063 -0.041 0.008 -0.011
H -7.96066 -3.51212 -4.65278 -0.029 -0.008 -0.026
C -3.99555 -8.27916 -3.42369 0.052 0.014 -0.047
N -3.39031 -6.99252 -2.98496 -0.032 -0.011 -0.031
O -2.33158 -6.65575 -3.48224 -0.007 0.020 -0.012
O -3.99604 -6.35599 -2.14953 0.053 0.009 0.010
H -3.33617 -8.72510 -4.15782 -0.006 -0.012 0.006
H -4.09559 -8.89209 -2.53323 -0.065 -0.046 -0.030
H -4.97357 -8.05106 -3.83834 -0.004 0.028 0.015
C -1.40061 2.29403 -3.22488 -0.029 0.007 0.018
N -1.20530 1.90095 -1.80132 -0.036 -0.010 -0.015
O -2.18121 1.86647 -1.08240 0.041 0.014 0.007
O -0.07162 1.63338 -1.45895 -0.070 -0.018 -0.064
H -2.45325 2.49745 -3.37794 0.004 0.000 0.001
H -0.78419 3.17029 -3.40166 0.011 -0.002 -0.004
H -1.05045 1.46572 -3.83374 0.011 0.002 -0.001
C -2.72141 -9.32362 1.34775 0.026 -0.035 -0.009
N -3.25472 -9.62729 -0.00835 -0.015 0.052 -0.015
O -2.53354 -10.20694 -0.79401 0.000 0.031 0.020
O -4.38702 -9.25843 -0.24610 0.012 -0.042 0.028
H -1.71004 -9.70603 1.40581 -0.004 0.003 0.004
H -2.76158 -8.24509 1.46824 -0.008 0.002 0.003
H -3.38319 -9.80106 2.06401 -0.005 0.012 0.005
C -8.33352 -8.09706 -8.56217 0.026 0.040 0.004
N -7.26984 -9.01404 -9.05882 -0.004 -0.038 -0.020
O -6.12770 -8.80978 -8.70111 -0.005 -0.001 0.005
O -7.61907 -9.91622 -9.79272 0.020 0.034 0.024
H -7.88177 -7.35120 -7.92128 0.007 -0.025 0.000
H -8.80805 -7.65686 -9.43413 -0.009 -0.027 -0.008
H -9.04980 -8.70907 -8.02185 -0.015 -0.005 -0.024
C 4.43013 7.47004 7.26353 -0.095 -0.062 0.057
N 5.65362 7.26791 6.44071 0.004 -0.024 -0.056
O 6.33962 6.29531 6.67116 -0.009 0.030 -0.001
O 5.87683 8.09477 5.57900 -0.015 -0.013 0.013
H 4.36019 6.65450 7.97304 0.019 -0.005 -0.011
H 4.52113 8.43032 7.76200 0.034 0.025 -0.053
H 3.58435 7.47975 6.58133 -0.002 0.018 0.003
C -2.09002 -6.70442 -7.00109 0.030 -0.004 -0.001
N -3.05565 -5.72787 -7.57469 -0.028 0.012 -0.030
O -2.78250 -5.21038 -8.63588 -0.006 0.006 0.038
O -4.06249 -5.51266 -6.92924 -0.020 0.035 0.062
H -1.25187 -6.79007 -7.68141 -0.008 0.001 -0.004
H -1.79497 -6.32927 -6.02482 -0.024 -0.031 0.017
H -2.62013 -7.64567 -6.88867 -0.013 0.002 -0.003
C 5.16204 6.30794 -3.26735 0.072 -0.003 -0.044
N 5.64034 7.68855 -2.97533 -0.083 -0.073 0.050
O 6.61877 8.09766 -3.55567 -0.016 -0.012 0.010
O 4.99889 8.31595 -2.15250 0.066 0.091 -0.051
H 5.82300 5.87101 -4.00579 -0.002 0.010 0.000
H 5.16866 5.76436 -2.32693 -0.026 0.003 -0.005
H 4.14064 6.39462 -3.62614 -0.008 -0.007 0.018
C 5.80335 -0.50636 4.14219 0.023 0.025 -0.049
N 5.63833 -0.29247 5.60625 -0.017 0.029 0.018
O 6.46385 -0.77275 6.35100 -0.011 -0.004 -0.015
O 4.67133 0.35646 5.95393 0.028 -0.010 -0.002
H 6.70008 -1.09024 3.97581 -0.002 -0.010 0.044
H 4.90910 -1.01752 3.79663 0.002 0.013 -0.020
H 5.87012 0.47588 3.68100 -0.025 0.000 -0.002



141
Properties=species:S:1:pos:R:3:forces:R:3 method="wB97M-V/def2-TZVPD" total_charge=-1 max_force_ev_per_a=5.66 orbital_gap_ha=0.2368 homo_ev=-4.7
C 1.29016 -3.32561 4.91040 0.547 0.531 0.137
C 2.13634 -2.23647 5.55608 0.119 -0.944 -0.014
O 1.63867 -0.96619 5.14836 0.475 0.172 -0.337
P 2.46491 0.31528 5.63855 -0.384 0.135 1.277
O 2.45620 0.41951 7.11110 0.332 0.118 0.018
C 1.71869 1.70324 4.79332 -0.335 -0.800 -0.575
C 0.28519 1.94298 5.30613 -0.019 0.047 -0.212
Nb -0.66960 3.91336 4.68639 0.400 1.202 1.992
N -1.73907 3.97727 6.43278 -0.563 -0.573 -1.597
C 0.29038 3.90550 2.64131 -1.099 0.025 -0.463
C -0.57239 3.63287 1.38541 0.732 0.004 -0.186
C -0.83041 2.16173 0.99868 -0.300 0.046 0.027
C 0.33584 1.20469 1.27490 -0.508 -0.259 -0.078
C -2.11412 1.54983 1.57791 0.283 -0.548 -0.613
C 1.25072 4.85699 5.53888 0.956 -1.088 0.030
C 1.77290 4.29989 6.83213 0.210 0.070 0.189
C 3.26516 3.95996 6.92424 -0.434 -0.025 0.042
N 1.04281 4.13493 7.86395 -0.190 0.125 -0.085
C -1.73313 5.93470 4.17133 -0.620 -0.236 -0.530
Cl -0.98099 7.46417 4.67666 0.122 -0.066 0.054
C -2.89470 6.13733 3.53577 0.422 0.644 0.179
C -3.54670 7.46573 3.23912 -0.212 -0.544 -0.301
Cl -3.85242 4.77164 2.98742 -0.041 -0.147 0.017
O 3.95798 0.02764 5.08074 -0.324 0.120 -0.718
C 4.74985 1.17498 4.74815 0.464 0.028 0.561
C 6.22998 0.78505 4.75030 -0.310 0.238 0.063
H 0.33935 -3.43319 5.42452 -0.136 -0.103 -0.192
H 1.16039 -3.05018 3.86540 -0.289 -0.162 -0.042
H 1.86847 -4.24882 4.94205 -0.234 -0.194 0.078
H 3.17044 -2.39178 5.23659 0.035 0.397 -0.196
H 2.15806 -2.33945 6.64276 -0.249 0.284 0.073
H 2.37376 2.57071 4.81088 0.029 0.019 0.212
H 1.64624 1.38349 3.74896 0.154 0.194 -0.094
H -0.33497 1.12367 4.93181 -0.028 -0.003 -0.017
H 0.25449 1.85271 6.39516 0.105 0.211 0.066
H -1.97869 2.83697 4.05038 0.560 -0.498 -0.162
H -2.73274 4.05907 6.21919 -0.074 0.295 0.437
H -1.62272 3.13505 6.98853 0.130 0.191 0.333
H 1.20115 3.30093 2.58738 0.026 -0.042 0.214
H 0.63759 4.94599 2.53689 0.042 0.040 0.196
H -0.04868 4.07566 0.52550 -0.066 0.007 -0.078
H -1.52340 4.16620 1.45047 -0.065 -0.055 0.050
H -0.98665 2.15438 -0.08652 0.051 0.186 -0.045
H 1.31685 1.66847 1.19357 0.042 0.005 -0.015
H 0.19908 0.75383 2.26022 0.307 0.191 0.164
H 0.27708 0.36450 0.57778 0.143 0.013 -0.085
H -1.96845 1.18121 2.58926 -0.184 0.297 0.171
H -2.36028 0.67745 0.95830 -0.059 -0.067 0.069
H -2.96489 2.22376 1.50546 0.023 0.138 0.347
H 2.04159 4.68252 4.79893 -0.024 0.288 -0.123
H 1.16486 5.94168 5.64819 -0.499 -0.002 -0.114
H 3.36834 2.91026 7.20814 0.073 -0.042 -0.059
H 3.68871 4.56339 7.72828 0.166 0.051 -0.074
H 3.78612 4.16570 5.99114 0.143 -0.019 0.038
H 1.60402 3.76990 8.63391 0.022 -0.029 -0.004
H -3.99831 7.85837 4.15011 0.041 0.231 -0.021
H -4.32578 7.32117 2.49230 -0.101 0.055 0.064
H -2.82714 8.16820 2.82724 0.088 0.121 0.212
H 4.59616 1.93019 5.51951 -0.098 0.086 -0.055
H 4.45253 1.60134 3.78960 -0.147 -0.128 -0.050
H 6.63795 0.78436 3.74237 0.117 -0.213 0.006
H 6.78773 1.50113 5.35233 0.129 0.025 -0.079
H 6.33933 -0.18779 5.22328 0.055 -0.094 -0.127
O -2.67062 4.78503 -3.66033 -1.300 1.695 0.020
P -3.80777 3.85922 -3.65447 1.717 -4.044 -0.697
O -3.90396 2.98204 -2.34374 -0.399 0.471 0.149
C -4.07639 3.60665 -1.05356 -0.117 0.139 0.349
C -5.52521 3.96095 -0.78288 -0.060 0.044 -0.240
O -3.43377 2.66768 -4.69005 -0.299 0.284 -0.060
C -2.36782 2.79782 -5.62602 0.246 -0.146 -0.061
C -1.15495 2.02594 -5.15377 0.052 -0.121 0.133
O -5.34152 3.97408 -4.06423 0.097 1.808 0.396
C -5.74218 4.94795 -5.05155 -0.131 0.065 -0.194
C -5.53744 4.43108 -6.46132 0.195 -0.074 0.001
H -3.43680 4.48855 -0.97803 0.060 -0.043 -0.076
H -3.72656 2.88417 -0.32210 0.085 -0.082 -0.118
H -5.86819 4.74922 -1.45607 -0.008 0.026 0.043
H -5.64254 4.31066 0.24305 0.075 -0.014 0.015
H -6.16882 3.09511 -0.94149 0.031 -0.040 0.063
H -2.11838 3.84574 -5.79849 -0.016 0.037 0.151
H -2.72801 2.38673 -6.57306 -0.066 -0.027 0.047
H -0.82345 2.37678 -4.17625 -0.011 0.140 -0.042
H -0.33017 2.12735 -5.86165 -0.015 -0.001 -0.016
H -1.39578 0.96720 -5.04875 -0.007 -0.007 -0.068
H -5.20055 5.88359 -4.89651 0.034 -0.035 0.053
H -6.79737 5.14530 -4.86960 -0.003 -0.089 0.106
H -4.47905 4.40243 -6.72197 0.006 0.000 0.012
H -6.04161 5.08121 -7.17739 -0.033 0.008 0.029
H -5.92764 3.41834 -6.55690 -0.082 0.024 0.003
O -0.24114 -5.31983 1.77901 -2.034 -0.613 0.550
P -0.11745 -6.39630 0.79346 4.085 0.764 -2.205
O 0.94458 -7.50613 1.22042 -0.612 -0.297 0.244
C 0.74085 -8.24800 2.43045 -0.044 -0.177 0.225
C -0.23090 -9.39730 2.23980 -0.093 0.071 -0.129
O 0.71434 -5.79308 -0.45322 -0.422 -0.072 0.017
C 0.88355 -4.38033 -0.62003 0.176 0.243 -0.097
C 2.27143 -3.95384 -0.19789 0.127 -0.146 0.066
O -1.13619 -7.26659 -0.05960 -1.282 0.247 1.358
C -2.42564 -6.70693 -0.40706 -0.211 0.059 -0.190
C -2.33783 -5.82869 -1.63821 0.181 0.128 0.042
H 0.40155 -7.57707 3.22383 0.023 0.056 -0.046
H 1.71936 -8.62978 2.71799 0.052 0.068 -0.085
H -1.23805 -9.03217 2.03473 -0.002 -0.004 0.035
H -0.26850 -10.01510 3.13776 0.033 0.014 0.013
H 0.07044 -10.01512 1.39376 0.051 -0.029 0.035
H 0.12352 -3.82770 -0.06726 0.009 -0.087 0.116
H 0.73499 -4.17212 -1.68201 0.006 -0.089 -0.016
H 2.45607 -4.21751 0.84399 -0.094 0.068 0.041
H 2.39641 -2.87680 -0.31491 -0.026 -0.002 -0.013
H 3.02346 -4.46165 -0.80343 -0.017 0.037 -0.048
H -2.83343 -6.15180 0.44018 0.072 -0.015 0.037
H -3.08251 -7.55541 -0.59090 0.113 -0.098 0.030
H -1.83665 -4.88605 -1.41707 0.001 0.004 0.007
H -3.33765 -5.59769 -2.00682 -0.017 -0.034 0.016
H -1.77011 -6.32727 -2.42335 -0.058 -0.063 -0.021
O 2.56906 -3.18942 -4.97131 2.559 -0.865 -0.342
P 2.48992 -2.86831 -6.40401 -5.392 1.529 -0.769
O 2.34278 -1.29133 -6.61980 0.613 -0.256 -0.023
C 3.41850 -0.42757 -6.22229 0.273 0.153 -0.038
C 4.49955 -0.37343 -7.28604 0.009 -0.106 -0.017
O 0.97856 -3.31461 -6.81667 0.301 -0.155 -0.085
C 0.21969 -4.21462 -6.01010 -0.256 0.038 0.137
C -0.81717 -3.46572 -5.20088 -0.012 0.146 -0.010
O 3.08887 -3.25547 -7.83539 2.080 -0.534 1.201
C 3.67634 -4.56175 -8.04418 -0.010 -0.218 -0.156
C 2.62272 -5.60632 -8.35168 -0.148 0.031 0.157
H 3.82648 -0.75491 -5.26274 -0.072 -0.043 0.009
H 2.98706 0.56056 -6.07302 -0.156 -0.065 -0.028
H 5.00063 -1.33727 -7.38863 0.026 0.017 0.024
H 5.25024 0.37463 -7.02869 -0.023 0.016 0.019
H 4.06700 -0.12676 -8.25545 -0.011 0.067 0.017
H 0.86950 -4.80102 -5.35946 0.063 0.098 0.036
H -0.27203 -4.90907 -6.69645 0.032 0.048 -0.061
H -0.34349 -2.72186 -4.56031 0.063 -0.070 0.053
H -1.39159 -4.15237 -4.57651 0.005 -0.015 -0.003
H -1.50439 -2.93741 -5.86285 -0.021 -0.034 -0.008
H 4.26941 -4.85027 -7.17374 -0.007 0.052 0.019
H 4.35944 -4.45317 -8.88480 -0.027 0.139 -0.007
H 2.04545 -5.86048 -7.46250 0.001 0.005 0.004
H 3.09445 -6.51906 -8.71708 0.037 0.027 -0.020
H 1.92533 -5.23553 -9.10184 0.055 -0.003 -0.063



Record-wise calculated total energy values, in eV: -101046.540 -135074.149